Molecular formula: C32H42CsN5Sb
Method: DFT, the ωB97M-V functional and the def2-TZVPD basis

The charge is -1. The calculation puts the orbital gap at 2.97 eV. As for the total energy: -48399.2155 eV. The HOMO energy is -1.315 eV.

Structure (XYZ):
```
81
Properties=species:S:1:pos:R:3:forces:R:3
Cs -0.75641 -0.67816 -0.13746 0.095 0.194 -1.082
N 0.83873 1.56690 -2.49178 0.106 -0.024 0.081
C 1.43981 2.84587 -2.12608 0.028 -0.117 0.061
C 0.90525 3.37094 -0.80279 -0.054 0.006 0.018
N 1.13807 2.54435 0.36433 -0.050 -0.024 -0.023
C 2.54208 2.26855 0.61715 0.080 0.142 -0.036
C 3.05345 0.93087 0.11075 -0.069 -0.131 0.032
N 2.33335 -0.17548 0.73712 0.116 0.240 -0.141
C 0.48946 3.10755 1.54574 0.005 -0.087 0.025
C -1.02249 3.24341 1.44395 -0.056 -0.085 -0.194
N -1.58541 1.98333 0.98538 0.071 -0.031 0.245
H 1.22807 1.20459 -3.35160 -0.037 0.041 -0.055
H -0.16296 1.65306 -2.60937 -0.020 0.027 0.014
H 1.25956 3.63837 -2.86289 0.011 0.047 -0.070
H 2.52391 2.71501 -2.07452 -0.020 -0.023 0.005
H -0.17499 3.49113 -0.91479 0.005 0.008 0.034
H 1.33223 4.38288 -0.65548 -0.001 0.041 -0.013
H 2.70475 2.28266 1.69886 -0.001 0.028 0.019
H 3.18845 3.06261 0.20235 -0.047 0.026 0.049
H 4.13376 0.92380 0.31432 0.054 -0.065 -0.014
H 2.92108 0.85690 -0.96988 -0.026 -0.026 -0.008
H 2.24969 -0.04963 1.74002 -0.005 -0.027 -0.006
H 2.81185 -1.05141 0.58676 0.042 -0.172 0.022
H 0.91679 4.09313 1.80891 0.027 0.027 0.003
H 0.69272 2.42665 2.37638 0.024 0.014 -0.004
H -1.29563 4.04833 0.75474 -0.015 0.030 -0.005
H -1.36554 3.55770 2.43710 -0.059 -0.003 0.069
H -2.58700 1.92262 1.12064 -0.091 0.244 0.070
H -1.24268 1.23533 1.60653 -0.234 -0.146 0.187
C 0.80005 -1.59984 3.65672 -0.061 -0.061 0.019
C -0.42383 -2.46445 3.66022 0.013 -0.093 -0.040
C -0.47714 -3.64848 4.37035 -0.094 0.040 -0.053
C -1.62330 -4.45290 4.41939 0.067 -0.005 -0.003
C -2.74892 -4.01218 3.70824 0.093 0.198 -0.147
C -2.76192 -2.83735 2.97621 0.063 -0.036 0.369
C -4.03602 -2.33179 2.36931 -0.080 0.023 0.059
C -1.59106 -1.92661 2.92135 -0.268 0.366 -0.022
N -1.60603 -0.78431 2.29919 -0.044 -0.136 0.458
H 1.71739 -2.17445 3.83890 -0.031 0.023 -0.005
H 0.74377 -0.78723 4.39417 -0.027 -0.011 0.005
H 0.82530 -1.10400 2.68102 0.133 -0.009 0.061
H 0.41470 -3.96799 4.91191 -0.019 -0.001 -0.017
H -1.62631 -5.39500 4.95570 -0.006 0.031 -0.008
H -3.65953 -4.61205 3.73582 0.005 0.008 0.012
H -4.84727 -3.06188 2.48103 0.049 0.025 -0.015
H -3.93312 -2.06796 1.30891 0.053 -0.030 0.010
H -4.32887 -1.39284 2.85529 -0.017 -0.011 -0.030
C 0.63917 -8.02537 3.30557 -0.012 0.068 -0.046
C 1.62369 -7.06105 3.48630 -0.033 0.005 -0.051
C 1.57341 -5.87793 2.76232 -0.005 -0.003 0.001
C 0.55138 -5.64067 1.84461 0.028 0.006 0.037
C -0.43365 -6.60752 1.67879 0.017 0.027 -0.019
C -0.38948 -7.79284 2.40344 0.040 -0.015 0.048
Sb 0.56195 -3.76489 0.80912 0.223 -0.600 0.114
C -1.08385 -4.23539 -0.51664 0.046 -0.054 0.021
C -2.37710 -4.06986 -0.02424 -0.017 -0.020 -0.076
C -3.47902 -4.34623 -0.82675 -0.021 -0.005 0.000
C -3.30447 -4.79288 -2.12999 0.053 0.018 0.069
C -2.01870 -4.96453 -2.62598 0.008 0.008 -0.022
C -0.91633 -4.68772 -1.82517 0.027 0.052 -0.031
C 2.03002 -4.45015 -0.66147 -0.018 0.093 -0.006
C 2.44497 -5.76914 -0.82498 0.043 -0.051 -0.002
C 3.36934 -6.11206 -1.80597 -0.023 -0.050 0.026
C 3.89456 -5.14176 -2.64895 -0.038 0.002 0.038
C 3.49204 -3.82283 -2.49987 -0.010 0.025 -0.005
C 2.57351 -3.48719 -1.51159 0.069 -0.075 -0.044
H 0.66762 -8.94585 3.87604 -0.004 -0.001 -0.002
H 2.42251 -7.22523 4.19988 -0.004 0.002 -0.003
H 2.33521 -5.12184 2.93122 -0.022 -0.021 0.004
H -1.25246 -6.43743 0.98976 0.013 0.002 0.003
H -1.17122 -8.53100 2.26990 -0.001 -0.003 0.004
H -2.51598 -3.74376 1.00381 -0.045 -0.003 -0.042
H -4.47568 -4.20876 -0.42373 0.011 -0.002 0.007
H -4.16258 -5.00963 -2.75534 -0.001 0.006 0.007
H -1.87197 -5.31856 -3.64044 0.013 0.007 0.015
H 0.07922 -4.82928 -2.22967 -0.020 -0.015 -0.004
H 2.03886 -6.54074 -0.17950 0.014 -0.006 -0.013
H 3.67796 -7.14505 -1.91659 -0.003 -0.011 0.008
H 4.61120 -5.41172 -3.41480 0.005 -0.005 0.000
H 3.89296 -3.05586 -3.15245 -0.003 0.012 0.006
H 2.27069 -2.45098 -1.41292 -0.039 0.134 0.020
```
Positions in Å, forces in eV/Å.